[1]
Here is one molecule with the formula C8H15N3S in a non-equilibrium geometry from OMol25. Energies are from wB97M-V/def2-TZVPD.

```
27
Properties=species:S:1:pos:R:3:forces:R:3:lowdin_charge:R:1
C 0.3425 -2.2985 -0.7552 2.397 -0.988 -2.029 -0.201
C -0.7772 -2.0214 -0.3005 -4.075 0.989 1.817 0.038
C 1.9199 -0.5137 -0.0055 2.360 -2.834 0.681 -0.841
C -1.9777 -0.5007 1.3182 1.439 2.320 -0.720 -0.103
C -3.0821 -1.2156 -0.8747 1.472 -2.020 0.872 -0.045
C 2.6677 2.1305 -0.3778 3.054 -1.863 -2.865 -0.163
C 0.4955 2.7539 0.4087 -0.652 -3.132 1.945 -0.022
C -2.0397 -1.6531 0.3145 -0.448 -0.211 -1.074 -0.386
N 1.5661 -1.7813 -0.3921 1.694 -0.014 -0.324 -0.051
N 1.0067 0.4107 -0.0753 -1.513 4.108 -0.096 0.122
N 1.3351 1.7533 -0.2101 -0.112 -3.460 1.463 -0.238
S 3.4755 -0.5867 0.7082 0.008 0.952 0.115 0.594
H 0.4703 -3.0002 -1.5705 -0.096 -0.519 -0.297 0.114
H -1.9223 0.4519 0.7130 -0.240 -0.772 0.608 0.069
H -1.0497 -0.4334 1.9149 -0.280 -0.580 -0.294 0.078
H -2.7853 -0.3781 2.0253 -0.587 -0.435 -0.108 0.067
H -2.5709 -0.5032 -1.5251 -0.424 0.856 0.808 0.073
H -3.9269 -0.9981 -0.2463 -0.786 0.998 -0.707 0.059
H -3.3322 -1.9805 -1.6434 0.086 -0.199 1.085 0.074
H 3.3257 2.3313 0.4821 -0.743 -0.066 0.141 0.083
H 3.2095 1.2185 -0.9378 -1.007 2.360 1.124 0.085
H 2.6500 2.9603 -1.0704 0.295 0.589 -0.052 0.084
H 1.0633 3.2049 1.2503 -0.608 -0.319 -0.212 0.106
H 0.3186 3.4694 -0.3107 -0.876 1.768 -1.403 0.057
H -0.4094 2.1336 0.7300 0.941 1.573 -0.230 0.103
H -2.3412 -2.5244 0.9188 -0.459 -0.015 -0.633 0.133
H 2.3682 -2.4293 -0.4885 -0.838 0.914 0.386 0.109
```
Forces are in eV/Å.

Values from the calculation:
HOMO-LUMO gap (spin up / spin down) (Ha): 0.3064 / 0.2188

***

[2]
Here is C8H15N3S as an isolated structure in a non-equilibrium geometry from OMol25. Energies are from wB97M-V/def2-TZVPD.

```
27
Properties=species:S:1:pos:R:3:forces:R:3:lowdin_charge:R:1
C -3.8973 -1.2071 0.4932 -3.829 -3.156 3.350 -0.293
C -2.0409 0.0751 -0.3945 -2.489 2.937 -2.529 -0.602
C -0.6883 1.8297 -0.5531 0.885 0.850 -2.410 -0.263
C 0.0079 1.0484 0.2737 3.579 -0.484 3.422 -0.446
C 1.4376 1.3221 1.0588 -0.868 1.016 -3.154 -0.149
C 2.3846 0.1741 0.9528 -0.128 -1.648 -1.547 -0.255
C 4.1662 -0.8175 -0.3776 3.003 -1.681 -0.394 -0.190
C 1.9044 -0.9757 -1.0745 -2.084 -0.967 -3.033 -0.194
H -5.3549 -0.7808 0.4743 4.252 -1.825 0.596 0.167
H -3.8161 -2.6173 0.0407 -0.361 3.822 2.039 0.144
H -3.2434 -0.8802 1.7785 -2.203 -1.488 -3.825 0.155
H -3.9252 0.0336 -1.3126 1.592 -1.538 3.246 0.209
H -0.3227 2.8206 -1.0128 -0.504 -1.673 1.103 0.145
H 1.2726 1.3070 2.1011 -0.567 1.014 1.266 0.081
H 1.9504 2.2546 0.6354 -1.156 -0.957 0.867 0.138
H 1.7316 -0.6259 1.2731 -0.065 -1.111 0.204 0.069
H 3.1717 0.1042 1.6943 0.442 0.819 -0.143 0.107
H 4.3851 -1.6409 0.7428 -0.560 2.437 -3.328 0.137
H 5.1799 0.2124 -0.3729 -3.035 -3.585 -0.054 0.155
H 4.1931 -1.6619 -1.4731 0.597 2.938 3.631 0.149
H 1.4555 -1.7211 -0.4505 -0.391 -0.714 0.679 0.053
H 2.2977 -1.5389 -1.9331 0.427 0.205 0.283 0.070
H 1.0283 -0.4634 -1.5976 1.178 0.146 1.111 0.102
N -3.3866 -0.4072 -0.4185 2.915 4.412 -5.499 -0.236
N -1.7876 1.2687 -1.1327 -1.508 -3.473 2.937 0.024
N 2.8756 -0.2176 -0.4174 0.738 1.435 1.957 -0.310
S -0.8474 -0.5002 0.6824 0.141 2.268 -0.775 1.033
```
Forces are in eV/Å.

Values from the calculation:
HOMO-LUMO gap (Ha): 0.2990

***

[3]
Here is a 2-piece molecular cluster, C8H15NO overall in a non-equilibrium geometry from OMol25. Energies are from wB97M-V/def2-TZVPD.

```
25
Properties=species:S:1:pos:R:3:forces:R:3:lowdin_charge:R:1
C -1.3822 -0.0662 -0.7064 0.000 0.262 -0.278 -0.424
C -1.9350 1.3077 -0.2935 0.056 -0.127 -0.010 -0.064
C -2.5279 -1.0597 -0.9806 0.121 0.057 0.058 -0.060
C -0.4966 -0.6230 0.3241 -0.021 -0.712 0.899 -0.052
C -0.2421 -1.3611 1.3069 -0.444 0.312 -0.773 0.031
H -0.8178 0.0463 -1.6361 -0.009 0.016 0.014 0.121
H -1.1365 2.0184 -0.0775 0.004 -0.016 -0.016 0.063
H -2.5489 1.2133 0.6040 0.010 -0.018 -0.021 0.087
H -2.5514 1.7220 -1.0930 0.013 -0.025 0.018 0.082
H -3.1355 -1.2049 -0.0859 0.034 0.006 -0.004 0.085
H -3.1712 -0.6697 -1.7722 0.041 0.016 0.034 0.081
H -2.1397 -2.0273 -1.2979 0.002 0.024 0.028 0.085
H -0.7569 -2.1680 1.7974 0.027 0.027 0.099 0.084
C 1.5426 1.1343 -1.2358 0.104 -0.104 0.151 -0.076
C 2.3446 -0.5715 1.9502 -0.714 -0.210 0.036 -0.029
N 1.3820 0.5936 0.1140 0.366 -0.017 0.108 -0.028
C 2.4275 -0.3039 0.5505 -0.457 0.020 -0.459 -0.597
O 3.0855 -0.8892 -0.3024 -0.131 0.205 0.212 0.018
H 1.1554 1.2967 0.8063 0.051 -0.060 -0.007 0.131
H 2.4667 1.7118 -1.3113 -0.038 -0.013 -0.041 0.094
H 1.6145 0.3035 -1.9335 -0.025 0.024 -0.010 0.090
H 0.6965 1.7706 -1.4865 -0.009 -0.013 0.008 0.072
H 3.0832 -1.2607 2.3414 -0.039 -0.007 -0.013 0.071
H 2.0785 0.2470 2.6127 0.008 0.037 -0.051 0.065
H 0.9647 -1.1598 1.8052 1.050 0.313 0.018 0.072
```
Forces are in eV/Å.

Values from the calculation:
HOMO-LUMO gap (Ha): 0.3123

***

Results for energy above the lowest of the compared OMol25 structures with the same formula, charge and spin: 395.6, 750.8, 426.9 (in kJ/mol, following the order of the records).